1.
{
  "formula": "C4H14N2O",
  "method": "the ωB97M-V functional and the def2-TZVPD basis",
  "homo_ev": -8.36,
  "lumo_ev": 0.706,
  "smiles": "CNCCNC.O",
  "e_tot_ev": -9400.2125,
  "symbols": ["C", "N", "C", "C", "N", "C", "H", "H", "H", "H", "H", "H", "H", "H", "H", "H", "H", "H", "O", "H", "H"],
  "xyz": [[3.1415, 2.1383, -0.0010], [1.9483, 1.3069, 0.2052], [1.8714, 0.1889, -0.7347], [0.8896, -0.8736, -0.4160], [0.2579, -0.8562, 0.8570], [-1.1305, -1.0445, 1.0569], [3.5246, 2.1809, -1.0639], [3.9099, 1.6903, 0.7148], [3.0453, 3.0896, 0.4147], [0.9442, 1.7260, 0.1814], [1.5820, 0.5675, -1.8058], [2.7269, -0.3870, -0.7966], [0.0100, -0.7129, -1.1326], [1.3529, -1.8427, -0.6537], [0.6334, -1.5904, 1.4273], [-1.2600, -1.4081, 2.1724], [-1.7030, -0.1957, 0.9971], [-1.7019, -1.8273, 0.5512], [-5.7459, -0.7637, -0.8687], [-4.9757, -0.8342, -0.2150], [-6.1966, 0.0438, -0.7087]]
}

2.
{
  "formula": "C5H9NO",
  "method": "the ωB97M-V functional and the def2-TZVPD basis",
  "homo_ev": -8.97,
  "lumo_ev": 1.006,
  "smiles": "C[C@H]1CC/C1=N\\O",
  "e_tot_ev": -8865.1192,
  "symbols": ["C", "C", "C", "C", "C", "N", "O", "H", "H", "H", "H", "H", "H", "H", "H", "H"],
  "xyz": [[-1.6665, -1.1157, 0.1926], [-0.5289, -0.3263, -0.4380], [-0.6793, 1.2483, -0.5135], [0.5784, 1.4200, 0.4128], [0.7693, -0.0795, 0.2331], [1.6231, -0.9848, -0.0417], [2.8711, -0.8675, 0.5146], [-2.3961, -1.3632, -0.5885], [-2.2033, -0.5933, 0.9912], [-1.2785, -2.0605, 0.5867], [-0.0456, -1.0316, -1.1685], [-0.5729, 1.7010, -1.5011], [-1.6010, 1.6383, -0.0547], [0.3272, 1.7348, 1.4302], [1.3848, 2.0605, 0.0365], [3.4183, -1.3805, -0.0917]]
}

3.
{
  "formula": "C10H8Cl4CuF18MgNa2O18S6",
  "method": "the ωB97M-V functional and the def2-TZVPD basis",
  "homo_ev": [-12.57, -12.57],
  "charge": 1,
  "spin_multiplicity": 3,
  "lumo_ev": [-3.270, -9.008],
  "s_squared": 2.014,
  "e_tot_ev": -270284.6417,
  "symbols": ["Na", "Na", "Cu", "Mg", "C", "F", "F", "F", "S", "O", "O", "O", "C", "F", "F", "F", "S", "O", "O", "O", "C", "F", "F", "F", "S", "O", "O", "O", "C", "F", "F", "F", "S", "O", "O", "O", "C", "F", "F", "F", "S", "O", "O", "O", "C", "F", "F", "F", "S", "O", "O", "O", "Cl", "C", "C", "Cl", "H", "H", "H", "H", "Cl", "C", "C", "Cl", "H", "H", "H", "H"],
  "xyz": [[-12.6842, 5.6166, 17.5788], [-12.8526, 12.0481, 20.9912], [-9.4632, 10.4686, 16.7371], [-7.9137, 6.1278, 18.1309], [-10.4624, 8.7700, 20.9596], [-9.2125, 9.1943, 21.3397], [-10.8831, 7.8142, 21.6944], [-11.4009, 9.7387, 20.9998], [-10.2914, 8.0902, 19.1162], [-11.5356, 7.3109, 18.8591], [-10.1108, 9.2948, 18.3160], [-9.1060, 7.2363, 18.9957], [-4.7590, 9.2968, 17.2952], [-4.0008, 8.2367, 17.6130], [-4.7983, 10.1607, 18.3206], [-4.2560, 9.9512, 16.2254], [-6.5356, 8.7176, 16.9352], [-6.6937, 7.4909, 17.7471], [-7.4881, 9.8225, 17.2347], [-6.5405, 8.3607, 15.4981], [-9.4840, 1.9909, 17.9591], [-9.8056, 2.1752, 16.6842], [-10.2242, 0.9695, 18.4028], [-8.1840, 1.6985, 18.0670], [-9.8963, 3.5864, 18.9497], [-9.8258, 3.3642, 20.3808], [-8.8747, 4.5436, 18.5728], [-11.2006, 4.0277, 18.4358], [-8.7880, 14.3647, 19.3676], [-8.0888, 14.9711, 18.4055], [-7.9765, 13.6200, 20.0975], [-9.3672, 15.2862, 20.1487], [-10.2319, 13.2105, 18.6793], [-11.0951, 14.0624, 17.7836], [-9.5278, 12.1915, 17.8894], [-11.0047, 12.6474, 19.7858], [-9.4656, 6.4677, 13.7138], [-10.2943, 5.4097, 13.4828], [-8.2087, 5.9865, 13.5093], [-9.6822, 7.4687, 12.7700], [-9.7736, 7.0729, 15.6575], [-11.1381, 6.7073, 16.0988], [-8.7721, 6.3615, 16.4619], [-9.4983, 8.5155, 15.7034], [-14.2452, 9.8467, 16.7014], [-14.0913, 8.7714, 17.4527], [-13.8410, 9.5729, 15.4121], [-15.4944, 10.2523, 16.8033], [-12.9262, 11.1165, 17.3512], [-11.5699, 10.7457, 16.8894], [-13.3675, 12.3206, 16.6460], [-13.0517, 11.1388, 18.7853], [-15.0384, 6.4930, 19.1943], [-14.6074, 7.5880, 20.5273], [-15.5186, 8.8776, 20.5798], [-14.6858, 9.9489, 21.7692], [-13.5975, 7.9751, 20.3916], [-14.6045, 7.1407, 21.5213], [-16.4483, 8.5478, 21.0433], [-15.6788, 9.3188, 19.5960], [-7.1199, 5.8630, 20.6792], [-7.2658, 4.8988, 22.2086], [-6.5647, 5.6840, 23.3928], [-4.8181, 5.5883, 23.2295], [-6.8062, 3.9176, 22.0902], [-8.3309, 4.8882, 22.4397], [-6.8026, 5.2900, 24.3808], [-6.8591, 6.7334, 23.3804]]
}